Molecular formula: C4H7BrO2S
Method: DFT, ωB97M-V/def2-TZVPD

Structure (XYZ):
```
15
Properties=species:S:1:pos:R:3:nbo_charge:R:1
C 0.97 -1.46 0.81 -0.42
C -0.35 -1.09 0.08 -0.26
C -2.01 0.59 -0.82 -0.64
C -0.94 0.09 0.05 -0.10
O 1.78 1.39 1.39 -0.89
O 1.26 2.15 -0.86 -0.86
S 2.23 1.57 0.02 1.65
Br 2.59 -1.20 -0.25 0.00
H 0.95 -2.46 0.92 0.21
H 1.22 -0.90 1.75 0.25
H -0.52 -1.84 -0.58 0.19
H -1.64 1.52 -1.25 0.23
H -2.17 -0.12 -1.58 0.21
H -2.84 0.86 -0.33 0.22
H -0.53 0.89 0.65 0.20
```

## Properties
energy above the lowest of the compared OMol25 structures with the same formula, charge and spin = 0.0 kJ/mol
frontier orbital gap = 9.28 eV
lowest unoccupied orbital energy = -0.49 eV